one) # C38H47N3O6S3TeTi

A molecular structure, C38H47N3O6S3TeTi (wB97M-V/def2-TZVPD, OMol25).

```
! RIJCOSX wB97M-V def2-TZVPD def2/J DEFGRID3
* xyz 0 1
Ti -0.02 2.52 -0.78
C 1.60 3.56 2.65
C 1.08 2.33 3.38
S 0.30 1.14 2.26
C -1.44 1.19 2.78
C -2.44 1.34 1.64
S -2.32 2.77 0.54
C -2.33 4.23 1.61
C -1.08 4.49 2.46
S 0.45 4.35 1.50
H 2.43 3.28 2.00
H 1.98 4.30 3.37
H 0.39 2.59 4.19
H 1.93 1.84 3.86
H -1.58 1.97 3.53
H -1.67 0.24 3.27
H -3.45 1.31 2.04
H -2.33 0.51 0.94
H -3.21 4.19 2.25
H -2.48 5.05 0.91
H -1.04 3.80 3.30
H -1.16 5.50 2.89
O -1.43 6.20 -5.40
C -1.06 7.00 -4.42
O -0.99 8.20 -4.54
C -0.78 6.37 -3.09
C -0.44 7.11 -1.98
N -0.28 6.24 -0.97
N -0.48 4.97 -1.35
C -0.79 5.04 -2.63
C -0.95 3.74 -3.35
O -1.25 3.73 -4.54
O -0.73 2.70 -2.62
H -1.46 5.25 -5.11
H -0.30 8.17 -1.87
H 0.07 6.42 -0.04
C -2.78 -8.44 1.45
C -2.30 -7.01 1.50
C -1.69 -6.50 2.64
C -1.24 -5.18 2.70
C -0.60 -4.71 3.98
C -1.41 -4.36 1.58
Te -0.77 -2.33 1.64
N -0.26 0.81 -0.75
C 0.29 -0.29 -1.32
O 1.42 -0.69 -1.08
C -0.58 -1.03 -2.31
C -1.90 -0.68 -2.52
C -2.68 -1.39 -3.42
C -2.12 -2.46 -4.12
C -0.79 -2.80 -3.93
C -0.02 -2.09 -3.02
C 1.27 -2.66 2.08
C 1.78 -2.12 3.25
C 3.12 -2.26 3.58
C 3.95 -2.97 2.72
C 3.44 -3.52 1.55
C 2.10 -3.37 1.20
C 1.59 -3.96 -0.08
C -2.03 -4.85 0.42
C -2.29 -4.02 -0.81
C -2.47 -6.17 0.41
H -2.63 -8.94 2.41
H -2.23 -9.00 0.70
H -3.84 -8.49 1.20
H -1.56 -7.14 3.50
H -0.76 -5.44 4.77
H -1.01 -3.75 4.30
H 0.47 -4.57 3.86
H -2.32 0.16 -1.98
H -3.71 -1.12 -3.59
H -2.72 -3.01 -4.83
H -0.35 -3.62 -4.48
H 1.02 -2.34 -2.85
H 1.11 -1.58 3.92
H 3.51 -1.84 4.49
H 5.00 -3.10 2.96
H 4.09 -4.07 0.89
H 2.41 -4.37 -0.67
H 1.10 -3.18 -0.68
H 0.86 -4.75 0.10
H -1.56 -3.22 -0.94
H -3.28 -3.57 -0.77
H -2.25 -4.65 -1.70
H -2.95 -6.55 -0.48
C 4.00 2.28 -0.74
C 2.95 2.82 -1.69
C 2.82 1.93 -2.92
C 3.24 4.27 -2.09
O 1.71 2.82 -1.00
H 4.98 2.23 -1.23
H 3.72 1.27 -0.42
H 4.09 2.92 0.14
H 3.76 1.92 -3.48
H 2.03 2.29 -3.58
H 2.58 0.91 -2.61
H 4.20 4.33 -2.62
H 3.29 4.90 -1.20
H 2.46 4.64 -2.75
*
```

Properties
E_HOMO in eV: -7.6
E_LUMO in eV: -0.29

Results of the Mulliken charge analysis, in e, for atoms 1 through 2:
1 Ti -0.122
2 C -0.125

two) # C38H47N3O6S3TeTi

A molecular structure, C38H47N3O6S3TeTi (wB97M-V/def2-TZVPD, OMol25).

```
! RIJCOSX wB97M-V def2-TZVPD def2/J DEFGRID3
* xyz 0 1
Ti -0.90 -0.55 0.16
C 1.39 2.93 -3.18
C 0.93 3.90 -2.09
S -0.31 3.19 -0.96
C 0.40 3.65 0.63
C 1.71 2.96 1.02
S 1.70 1.16 0.86
C 3.13 0.86 -0.21
C 3.22 1.60 -1.54
S 1.83 1.26 -2.65
H 2.24 3.37 -3.71
H 0.60 2.78 -3.92
H 0.50 4.79 -2.55
H 1.78 4.21 -1.49
H -0.38 3.41 1.35
H 0.56 4.73 0.64
H 1.91 3.17 2.07
H 2.54 3.35 0.44
H 3.09 -0.22 -0.38
H 4.04 1.07 0.37
H 4.14 1.28 -2.04
H 3.28 2.68 -1.39
O -0.56 -6.99 0.31
C -0.59 -5.80 -0.33
O -0.30 -5.71 -1.48
C -1.06 -4.64 0.49
C -2.27 -4.51 1.14
N -2.36 -3.23 1.55
N -1.27 -2.53 1.23
C -0.49 -3.37 0.57
C 0.85 -2.80 0.20
O 1.83 -3.48 0.04
O 0.79 -1.48 0.18
H -0.73 -6.86 1.25
H -3.07 -5.21 1.31
H -3.10 -2.77 2.05
C 0.10 2.63 10.23
C -0.07 2.31 8.77
C 0.90 1.62 8.06
C 0.78 1.35 6.70
C 1.91 0.61 6.04
C -0.37 1.77 6.02
Te -0.56 1.55 3.92
N -1.46 1.02 1.15
C -2.67 0.57 1.01
O -2.84 -0.65 0.46
C -3.90 1.30 1.40
C -3.80 2.55 2.01
C -4.95 3.24 2.36
C -6.20 2.71 2.07
C -6.30 1.47 1.45
C -5.15 0.76 1.12
C -0.54 -0.56 3.96
C 0.59 -1.22 3.47
C 0.72 -2.59 3.58
C -0.29 -3.32 4.19
C -1.43 -2.68 4.64
C -1.59 -1.30 4.53
C -2.83 -0.64 5.06
C -1.39 2.44 6.73
C -2.67 2.92 6.10
C -1.21 2.70 8.08
H 1.09 2.35 10.58
H -0.64 2.11 10.84
H -0.03 3.70 10.40
H 1.79 1.28 8.58
H 2.83 0.73 6.60
H 2.07 0.96 5.02
H 1.69 -0.46 5.97
H -2.82 2.96 2.20
H -4.87 4.20 2.85
H -7.09 3.27 2.32
H -7.27 1.06 1.21
H -5.21 -0.20 0.64
H 1.38 -0.64 3.01
H 1.61 -3.08 3.21
H -0.19 -4.39 4.31
H -2.23 -3.26 5.11
H -3.59 -1.38 5.29
H -3.24 0.07 4.33
H -2.62 -0.07 5.97
H -2.93 2.37 5.20
H -2.60 3.98 5.82
H -3.49 2.83 6.81
H -2.00 3.23 8.62
C -3.09 0.12 -2.77
C -1.83 -0.73 -2.64
C -2.19 -2.18 -2.34
C -0.98 -0.67 -3.90
O -1.05 -0.20 -1.55
H -3.70 -0.26 -3.59
H -2.82 1.15 -2.98
H -3.67 0.09 -1.85
H -2.74 -2.61 -3.18
H -2.83 -2.25 -1.45
H -1.29 -2.78 -2.18
H -1.46 -1.23 -4.70
H 0.01 -1.10 -3.71
H -0.84 0.36 -4.23
*
```

Properties
E_HOMO in eV: -7.5
E_LUMO in eV: 0.03

Results of the Mulliken charge analysis, in e, for atoms 1 through 2:
1 Ti -0.915
2 C -0.846

Quick look at relative energies in hartree: one) 0.0000; two) 0.0170.

one) # C2H6N2O

A single C2H6N2O molecule (wB97M-V/def2-TZVPD, OMol25).

```
! RIJCOSX wB97M-V def2-TZVPD def2/J DEFGRID3
* xyz 0 1
C 0.66 1.72 -0.43
C -0.31 -1.30 0.50
H 1.69 1.68 -0.73
H 0.65 1.65 0.60
H 0.17 2.59 -0.84
H 0.88 -1.11 -1.29
H -0.03 -2.37 0.64
H -1.20 -1.25 2.11
N 0.44 -0.58 -0.52
N -0.94 -0.63 1.38
O -0.09 0.59 -0.87
*
```

Properties
E_HOMO in eV: -9.0
SMILES: [H]/N=C/NOC
E_LUMO in eV: 0.99

Results of the Mulliken charge analysis, in e, for atoms 1 through 2:
1 C -0.518
2 C 0.038

two) # C2H6N2O

A molecular structure, C2H6N2O (wB97M-V/def2-TZVPD, OMol25).

```
! RIJCOSX wB97M-V def2-TZVPD def2/J DEFGRID3
* xyz 0 1
C -0.73 -0.69 -0.12
C 1.56 0.14 -0.01
N -1.97 -0.54 0.06
N 0.14 0.28 -0.12
O -0.61 1.85 0.20
H -0.12 -1.55 -0.38
H 1.77 -0.50 0.75
H 1.88 1.21 0.15
H 2.05 -0.27 -0.98
H -2.61 -1.29 -0.16
H -1.36 1.36 0.62
*
```

Properties
E_HOMO in eV: -9.1
E_LUMO in eV: -0.01

Results of the Mulliken charge analysis, in e, for atoms 1 through 2:
1 C 0.156
2 C -0.814

three) # C2H6N2O

2 unconnected molecules or ions with the total composition C2H6N2O (wB97M-V/def2-TZVPD, OMol25).

```
! RIJCOSX wB97M-V def2-TZVPD def2/J DEFGRID3
* xyz 0 1
O -1.47 -0.92 -0.48
C -1.79 -1.90 -1.33
N 1.90 0.52 1.72
C 1.77 1.79 1.39
N 1.03 2.45 0.52
H -1.11 -2.74 -1.17
H 1.00 0.09 1.48
H 2.44 2.44 1.98
H -2.88 -2.07 -1.43
H -1.67 -1.52 -2.39
H 0.78 1.86 -0.28
*
```

Properties
E_HOMO in eV: -8.0
E_LUMO in eV: -4.87

Results of the Mulliken charge analysis, in e, for atoms 1 through 2:
1 O -0.400
2 C -0.415

Quick look at relative energies in hartree: one) 0.0000; two) 0.0411; three) 0.1997.

one) # C2H6N2O

2 unconnected molecules or ions with the total composition C2H6N2O (wB97M-V/def2-TZVPD, OMol25).

```
! RIJCOSX wB97M-V def2-TZVPD def2/J DEFGRID3
* xyz 0 1
C 1.27 -0.52 0.07
C -0.03 0.13 0.00
H 1.02 -0.77 1.22
H 1.41 -1.34 -0.53
H 2.20 0.13 -0.07
H 0.84 2.01 -0.06
H -1.14 -1.66 -0.01
H -1.86 1.13 -0.57
N -0.07 1.45 -0.02
N -1.26 -0.67 -0.27
O -2.39 0.11 0.23
*
```

Properties
E_HOMO in eV: -8.9
E_LUMO in eV: 0.70

Results of the Mulliken charge analysis, in e, for atoms 1 through 2:
1 C -1.001
2 C 0.846

two) # C2H6N2O

A single C2H6N2O molecule (wB97M-V/def2-TZVPD, OMol25).

```
! RIJCOSX wB97M-V def2-TZVPD def2/J DEFGRID3
* xyz 0 1
C 0.33 -0.85 0.11
C 1.19 -0.96 1.35
N 0.10 0.31 -0.38
N -1.57 1.62 -1.44
O -1.13 0.39 -1.43
H -0.20 -1.65 -0.23
H 1.51 -2.00 1.37
H 0.83 -0.81 2.31
H 2.03 -0.33 1.26
H -1.04 2.13 -2.16
H -2.05 2.14 -0.76
*
```

Properties
E_HOMO in eV: -8.7
SMILES: C/C=N/ON
E_LUMO in eV: 1.17

Results of the Mulliken charge analysis, in e, for atoms 1 through 2:
1 C -0.011
2 C -0.956

Quick look at relative energies in hartree: one) 0.0182; two) 0.0000.